i | C4H8Cl2Si | ωB97M-V with the def2-TZVPD basis set

Structure (XYZ):
```
15
Properties=species:S:1:pos:R:3
C -1.37 -2.48 2.99
Si -1.89 -0.81 2.02
Cl -3.75 -0.09 2.39
Cl -0.77 0.73 2.65
H -0.28 -2.41 2.96
H -1.88 -2.66 3.94
H -1.65 -3.34 2.32
H -1.97 -0.96 0.55
C 0.61 2.70 -1.15
C 0.24 1.85 -1.91
C -0.30 0.87 -2.89
H 1.30 3.42 -0.74
H -1.36 0.60 -2.48
H 0.20 -0.15 -2.84
H -0.43 1.26 -3.95
```

Its net charge is 0. The molecular weight is 155.100 g mol⁻¹. As for the multiplicity: 1. For the orbital gap, the calculation gives 10.717 eV.

Here are the Mulliken charges for atoms 1 to 5, given in e: C -0.919; Si 0.696; Cl -0.265; Cl -0.202; H 0.263

---

ii | C4H8Cl2Si | ωB97M-V with the def2-TZVPD basis set

Structure (XYZ):
```
15
Properties=species:S:1:pos:R:3
C 1.50 0.30 0.06
C 0.64 0.35 -0.92
C 2.92 0.68 -0.21
C -2.40 -0.24 1.24
Si -1.82 -0.66 -0.54
Cl -4.20 -0.33 1.34
Cl -1.43 -2.52 -0.76
H 1.37 -0.31 0.97
H 0.70 0.84 -1.92
H 3.56 0.34 0.58
H 2.88 1.73 -0.42
H 3.11 0.31 -1.14
H -2.27 -1.11 1.86
H -2.02 0.69 1.50
H -2.54 -0.08 -1.64
```

Its net charge is 0. The molecular weight is 155.100 g mol⁻¹. As for the multiplicity: 1. For the orbital gap, the calculation gives 8.889 eV.

Here are the Mulliken charges for atoms 1 to 5, given in e: C 0.266; C -0.725; C -1.265; C -0.535; Si 0.603

---

iii | C4H8Cl2Si | ωB97M-V with the def2-TZVPD basis set

Structure (XYZ):
```
15
Properties=species:S:1:pos:R:3
C 1.09 -0.01 0.63
C -0.13 -0.47 0.91
C 2.33 -0.41 1.44
C -1.33 0.07 -2.14
Si -1.85 0.58 -0.41
Cl -1.80 2.55 0.19
Cl -3.62 -0.11 0.33
H 1.12 0.68 -0.22
H -0.24 -1.13 1.88
H 2.96 0.44 1.25
H 2.81 -1.35 0.98
H 2.13 -0.56 2.49
H -0.27 -0.02 -2.08
H -1.59 -0.98 -2.20
H -1.61 0.72 -3.05
```

Its net charge is 0. The molecular weight is 155.100 g mol⁻¹. As for the multiplicity: 1. For the orbital gap, the calculation gives 9.910 eV.

Here are the Mulliken charges for atoms 1 to 5, given in e: C -0.001; C -0.427; C -1.069; C -0.890; Si 0.691

---

It is ii that is the least stable of them.

---

i | C4H7IN | ωB97M-V with the def2-TZVPD basis set

Structure (XYZ):
```
13
Properties=species:S:1:pos:R:3
C 1.45 0.52 1.45
C 0.23 1.24 1.06
C 1.03 -0.58 -0.88
C 1.25 -0.47 0.55
N 0.04 0.28 -0.11
I -2.99 -2.18 -1.68
H -4.30 -1.42 -2.11
H 2.18 0.51 2.22
H -0.65 1.27 1.70
H 0.27 2.25 0.60
H 1.79 0.05 -1.48
H 0.63 -1.47 -1.28
H -0.92 0.00 -0.06
```

Its net charge is +1. The molecular weight is 196.011 g mol⁻¹. As for the multiplicity: 1. For the orbital gap, the calculation gives 8.414 eV.

Here are the Mulliken charges for atoms 1 to 5, given in e: C -0.178; C -0.421; C -0.075; C -0.012; N -0.027

---

ii | C4H7IN | ωB97M-V with the def2-TZVPD basis set

Structure (XYZ):
```
13
Properties=species:S:1:pos:R:3
C 0.48 1.55 0.73
C 0.30 1.45 -0.80
C -0.29 -2.48 -0.25
C 1.31 0.64 -0.06
N -0.14 -1.30 0.17
I 3.18 -0.10 0.08
H 0.99 2.44 0.99
H -0.12 1.21 1.59
H -0.51 0.93 -1.33
H 0.59 2.31 -1.43
H 0.37 -2.96 -0.97
H -0.91 -3.15 0.17
H -0.58 -1.13 1.07
```

Its net charge is +1. The molecular weight is 196.011 g mol⁻¹. As for the multiplicity: 1. For the orbital gap, the calculation gives 8.462 eV.

Here are the Mulliken charges for atoms 1 to 5, given in e: C -0.433; C -0.254; C -0.264; C 0.078; N -0.311

---

It is i that is the least stable of them.

---

i | C4H9N2O | ωB97M-V with the def2-TZVPD basis set

Structure (XYZ):
```
16
Properties=species:S:1:pos:R:3
C -0.83 -0.61 0.06
C -0.90 0.87 0.02
C 0.36 1.52 -0.26
C 1.56 -0.37 0.38
N 0.39 -1.24 0.16
N -1.89 -1.30 -0.32
O 2.57 -0.67 -0.40
H -1.73 1.21 -0.71
H -1.20 1.31 0.97
H 0.79 1.50 -1.24
H 0.80 2.40 0.32
H 1.89 -0.15 1.38
H 0.69 -2.06 -0.32
H -2.82 -0.93 -0.35
H -1.97 -2.36 -0.34
H 3.32 -0.77 0.15
```

Its net charge is +1. The molecular weight is 101.129 g mol⁻¹. As for the multiplicity: 1. For the orbital gap (spin up / spin down), the calculation gives 8.130 / 8.131 eV.

Here are the Mulliken charges for atoms 1 to 5, given in e: C 0.564; C -0.177; C -0.971; C -0.179; N -0.215

---

ii | C4H9N2O | ωB97M-V with the def2-TZVPD basis set

Structure (XYZ):
```
16
Properties=species:S:1:pos:R:3
C -2.15 -0.31 0.15
C -0.74 -0.06 -0.49
N 0.01 1.14 -0.18
C 0.16 -1.26 -0.12
N 1.32 -1.13 0.35
C 1.91 0.05 0.52
O 2.79 0.46 -0.35
H -2.97 0.27 -0.28
H -2.12 -0.20 1.24
H -2.34 -1.43 0.06
H -0.91 0.01 -1.55
H 0.13 1.73 -1.09
H -0.36 1.66 0.51
H -0.32 -2.19 -0.30
H 2.06 0.36 1.53
H 3.56 0.90 0.02
```

Its net charge is +1. The molecular weight is 101.129 g mol⁻¹. As for the multiplicity: 1. For the orbital gap, the calculation gives 11.281 eV.

Here are the Mulliken charges for atoms 1 to 5, given in e: C -1.266; C 0.454; N -0.541; C -0.293; N -0.290

---

It is i that is the least stable of them.